No. 1
Computed, not measured: 5 unconnected molecules or ions with the total composition C25H56BFNO12S4Si at a distorted geometry, with wB97M-V/def2-TZVPD.

HOMO: -5.09 eV

```
! wB97M-V def2-TZVPD RIJCOSX def2/J DEFGRID3
* xyz -1 1
C 3.95848 1.84786 2.21587
C 4.02461 0.51833 2.98476
O 2.92315 0.27215 3.82283
C 1.67093 0.29756 3.11277
B 0.44663 -0.43356 3.89384
F 0.30696 0.16502 5.18839
O 0.53043 -1.88954 4.16990
C -0.23910 -2.48912 3.20683
C 0.56017 -2.56860 1.86910
C 2.04819 -2.80718 2.00269
O 2.79099 -2.50440 1.07745
O 2.54817 -3.35054 3.14066
C -0.77285 -3.90834 3.48269
C 0.26150 -4.91501 3.93423
O 0.61650 -5.10930 5.07468
O 0.81227 -5.68258 2.91806
C -1.46618 -1.47880 2.95205
C -2.35278 -1.48568 4.21596
C -3.82875 -1.78620 4.01635
O -4.45262 -0.95292 3.03601
Si -5.02243 0.53484 3.51355
C -4.36116 1.78806 2.27577
C -6.90488 0.59531 3.38002
C -4.54408 1.09020 5.23741
N -2.05437 -1.92686 1.72502
C -2.42248 -1.13003 0.80379
C -1.70797 0.09216 0.29381
C -3.66256 -1.47151 0.02573
O -0.74677 -0.26239 3.02401
H 3.45807 2.57142 2.86165
H 4.92628 2.20606 1.89995
H 3.30045 1.71260 1.36696
H 4.06372 -0.29302 2.24284
H 4.95196 0.48162 3.55709
H 1.83750 -0.09658 2.10156
H 1.36961 1.34539 2.98518
H 0.47655 -1.64178 1.31345
H 0.18347 -3.33093 1.18789
H 3.08553 -2.70245 3.60885
H -1.58860 -3.94693 4.20000
H -1.18619 -4.26671 2.54279
H 0.12246 -5.92809 2.29711
H -1.98001 -2.21032 4.93624
H -2.28564 -0.53222 4.72603
H -3.93993 -2.82289 3.69340
H -4.37048 -1.71361 4.96512
H -3.27723 1.83987 2.37601
H -4.82879 2.76346 2.39271
H -4.54948 1.43583 1.26057
H -7.23831 1.49819 3.88964
H -7.16914 0.69107 2.32787
H -7.39425 -0.28851 3.78079
H -4.97375 2.08825 5.36016
H -3.47681 1.20440 5.40031
H -5.00929 0.48234 6.01152
H -1.42642 -0.11379 -0.73694
H -2.42059 0.92098 0.28017
H -0.88067 0.41156 0.91525
H -3.86921 -2.52690 0.19302
H -3.56356 -1.26052 -1.04080
H -4.52219 -0.94155 0.42821
C -2.63617 -2.87530 -5.16396
S -2.24852 -2.43542 -3.46599
O -2.85446 -1.10045 -3.21476
C -0.49079 -2.17588 -3.73246
H -3.70837 -3.04201 -5.23101
H -2.35133 -2.06540 -5.83428
H -2.10980 -3.79019 -5.43530
H -0.34514 -1.40674 -4.49118
H -0.03014 -3.11275 -4.04581
H -0.05193 -1.85150 -2.79066
C 6.44766 3.62197 -2.00564
S 5.11693 4.30260 -1.00917
O 4.53635 3.17955 -0.22894
C 4.00886 4.62653 -2.38823
H 7.24604 3.30901 -1.33453
H 6.08550 2.75796 -2.56461
H 6.82023 4.38824 -2.68344
H 3.80990 3.69840 -2.92465
H 4.46446 5.36263 -3.05146
H 3.07948 5.02254 -1.98451
C 9.98541 7.10768 -3.73732
S 9.12776 5.89584 -2.72388
O 7.77049 6.43851 -2.45777
C 10.10531 6.16116 -1.24038
H 9.50045 7.13460 -4.71067
H 9.92196 8.08898 -3.26735
H 11.02683 6.80850 -3.85632
H 10.03376 7.20527 -0.93612
H 11.14287 5.89138 -1.43763
H 9.70497 5.52220 -0.45610
C -6.27223 -1.90825 -7.52662
S -5.21939 -3.36395 -7.51179
O -3.91926 -2.97344 -8.11409
C -6.13314 -4.27362 -8.76479
H -5.85209 -1.18399 -6.83155
H -6.29700 -1.48420 -8.53050
H -7.27616 -2.18398 -7.20378
H -6.16742 -3.69346 -9.68692
H -7.14162 -4.47435 -8.40312
H -5.61535 -5.21382 -8.94154
*
```

---

No. 2
Computed, not measured: a molecular structure, C25H56NO18P3S3 at a distorted geometry, with wB97M-V/def2-TZVPD.

HOMO: -6.89 eV
Energy above the lowest of the compared OMol25 structures with the same formula, charge and spin: 708.20 kJ/mol

```
! wB97M-V def2-TZVPD RIJCOSX def2/J DEFGRID3
* xyz 0 1
C -5.49768 -1.34599 2.88841
C -6.27079 -1.78775 1.65224
C -5.22783 -1.94098 0.49057
S -3.84594 -2.83958 1.31751
O -2.63225 -2.34552 0.69026
O -4.25324 -4.26714 1.42644
C -4.19939 -2.15712 3.04760
H -6.10122 -1.46949 3.78763
H -5.33330 -0.26981 2.83450
H -6.89126 -0.97243 1.28025
H -6.73052 -2.77221 1.73930
H -4.82698 -0.98902 0.14247
H -5.41298 -2.61904 -0.34253
H -3.32748 -1.63749 3.44491
H -4.48625 -3.04512 3.61085
C -1.23695 1.07391 -2.79667
C -0.62194 1.83254 -1.65286
C -1.21624 3.28745 -1.55988
S -2.77031 3.33108 -2.58383
O -2.50075 3.93149 -3.85495
O -3.85562 3.75398 -1.68371
C -2.78771 1.41014 -2.79720
H -0.96547 0.01987 -2.73852
H -0.74442 1.44064 -3.69723
H 0.42889 2.04143 -1.85338
H -0.81402 1.37686 -0.68150
H -0.62968 4.17796 -1.78580
H -1.61051 3.35900 -0.54620
H -3.31784 1.27385 -3.73980
H -3.27965 0.92711 -1.95294
C 1.35606 -4.33028 -2.17019
C 1.40946 -3.75167 -0.73577
C 0.24504 -2.74374 -0.55470
S -1.18516 -3.52999 -1.56923
O -1.66843 -2.41400 -2.45793
O -2.00145 -4.22083 -0.59059
C -0.10799 -4.72527 -2.54175
H 2.00872 -5.18958 -2.32428
H 1.68235 -3.51886 -2.82078
H 2.40164 -3.45949 -0.39182
H 1.19456 -4.64227 -0.14522
H 0.54594 -1.79584 -1.00087
H -0.19567 -2.50483 0.41318
H -0.37613 -4.55437 -3.58434
H -0.40919 -5.69655 -2.14936
C 0.49029 5.18128 3.61732
O 0.31112 3.76556 3.59443
P 1.50075 2.76529 3.10203
O 2.86982 3.13132 3.53522
O 0.97912 1.31502 3.50612
C 2.00528 0.28083 3.55428
O 1.28158 2.81004 1.47423
C 0.07719 2.28917 0.92971
H 0.18116 5.69178 4.52942
H -0.09941 5.57071 2.78744
H 1.55113 5.41395 3.52474
H 2.22346 0.03327 4.59314
H 2.98372 0.56047 3.16370
H 1.62632 -0.61778 3.06747
H 0.31581 1.47011 0.25125
H -0.34307 3.02778 0.24712
H -0.66033 2.01384 1.68360
C 2.73380 1.13285 -0.40540
O 2.58516 2.46007 -0.53311
P 3.03859 3.17241 -1.88344
O 4.46745 3.29454 -2.16984
O 2.25091 2.42483 -3.03033
C 2.32033 2.90683 -4.32061
O 2.32328 4.61388 -1.80923
C 0.89405 4.79801 -1.67208
H 3.16797 1.03325 0.58942
H 3.44537 0.64549 -1.07191
H 1.84001 0.51049 -0.36160
H 1.49678 3.56127 -4.60621
H 2.21319 1.99519 -4.90842
H 3.31977 3.27160 -4.55762
H 0.61683 5.67338 -1.08474
H 0.46037 3.87211 -1.29428
H 0.49948 4.90972 -2.68200
C 4.23960 -2.91912 1.63834
O 3.81493 -1.57001 1.28470
P 2.36538 -1.24724 0.73072
O 1.90491 0.16084 0.85712
O 2.54872 -1.83677 -0.72884
C 3.57008 -1.26231 -1.55882
O 1.33373 -2.36162 1.36348
C 1.04954 -2.36618 2.74585
H 5.01071 -3.16016 0.90664
H 3.47543 -3.69261 1.56169
H 4.66414 -2.93354 2.64216
H 4.56912 -1.63516 -1.33300
H 3.53441 -0.18992 -1.36691
H 3.35955 -1.30716 -2.62734
H -0.01272 -2.47094 2.96661
H 1.45288 -1.47393 3.22469
H 1.48654 -3.22093 3.26214
N -1.73142 -1.18992 0.00807
C -1.13975 -0.91288 1.23608
C 0.02067 -0.29455 0.96230
C 0.25774 -0.29779 -0.40072
C -0.88272 -0.86420 -1.04468
H -2.68367 -1.52319 -0.03950
H -1.68025 -1.22288 2.11822
H 0.64917 0.04701 1.77145
H 1.08920 0.13388 -0.93804
H -1.17364 -1.06829 -2.06455
*
```